Density functional theory data (ωB97M-V/def2-TZVPD) for 2 unconnected molecules or ions with the total composition C2H3N5O2.

Geometry as XYZ:
```
12
Properties=species:S:1:pos:R:3:nbo_charge:R:1
C -2.757 -0.035 1.288 0.619
C 0.272 0.052 -0.341 0.448
H -2.754 -0.835 2.568 0.186
H 3.247 -0.447 -0.952 0.380
H 0.957 -0.215 -2.532 0.436
N -0.974 0.180 -0.182 -0.202
N 1.015 0.465 0.781 -0.192
N 2.236 0.568 0.451 0.065
N 2.345 0.217 -1.042 -0.340
N 1.176 -0.349 -1.488 -0.460
O -3.414 0.611 0.314 -0.553
O -1.348 -0.212 1.137 -0.389
```

The calculation puts the molar mass at 129.08 g mol⁻¹. Its HOMO energy is -0.332 Ha. The gap between HOMO and LUMO is 8.50 eV. The value obtained for the electronic energy is -13659.221 eV. The calculation puts the LUMO energy at -0.52 eV.

Density functional theory data (ωB97M-V/def2-TZVPD) for a molecular structure, C30H30BBrN10NiS.

Geometry as XYZ:
```
74
Properties=species:S:1:pos:R:3:lowdin_spin:R:1
Ni 0.562 0.304 0.175 0.947
C 3.737 0.023 2.112 -0.001
C 2.428 0.251 2.798 0.002
C 2.211 0.546 4.153 0.001
C 0.843 0.620 4.280 -0.001
N 0.291 0.369 3.080 0.001
N 1.267 0.162 2.161 0.028
B -1.203 0.188 2.663 0.000
N -1.599 1.443 1.838 -0.001
C -2.527 2.394 2.041 -0.001
C -2.338 3.385 1.102 0.000
C -1.242 2.951 0.345 0.000
C -0.563 3.669 -0.777 -0.001
N -0.809 1.775 0.789 0.004
N -1.332 -1.109 1.791 -0.001
C -1.964 -2.242 2.148 0.000
C -1.616 -3.234 1.262 0.000
C -0.729 -2.617 0.368 0.000
C 0.022 -3.253 -0.755 -0.002
N -0.576 -1.337 0.689 0.006
N -2.076 -0.011 3.890 0.000
C -1.809 -0.793 4.969 0.000
C -2.978 -0.994 5.650 0.000
C -3.952 -0.303 4.897 0.000
C -5.421 -0.201 5.155 0.000
N -3.410 0.266 3.837 0.000
H 4.477 -0.318 2.835 0.000
H 3.637 -0.735 1.335 0.000
H 4.120 0.936 1.652 0.000
H 2.951 0.684 4.921 0.000
H 0.236 0.847 5.138 0.000
H -3.245 2.288 2.833 0.000
H -2.897 4.298 0.991 0.000
H -0.404 4.716 -0.521 0.000
H 0.407 3.218 -0.992 -0.001
H -1.176 3.657 -1.681 0.000
H -2.619 -2.269 3.002 0.000
H -1.939 -4.261 1.266 0.000
H 0.419 -4.217 -0.437 0.000
H -0.614 -3.432 -1.624 0.000
H 0.858 -2.622 -1.054 -0.001
H -0.820 -1.174 5.160 0.000
H -3.117 -1.541 6.567 0.000
H -5.622 -0.042 6.214 0.000
H -5.849 0.623 4.588 0.000
H -5.930 -1.119 4.856 0.000
Br 2.491 1.086 -0.988 -0.008
C 3.018 -0.334 -2.147 -0.008
C 4.360 -0.583 -2.121 0.001
C 4.923 -1.623 -2.883 0.000
C 4.108 -2.400 -3.640 0.001
C 2.710 -2.171 -3.676 0.000
C 1.917 -3.052 -4.455 0.001
C 0.569 -2.916 -4.529 0.000
C -0.037 -1.853 -3.838 0.001
C 0.692 -0.974 -3.080 -0.004
C 2.116 -1.103 -2.941 -0.002
H 4.995 0.025 -1.491 0.000
H 5.989 -1.801 -2.846 0.000
H 4.508 -3.218 -4.225 0.000
H 2.419 -3.851 -4.985 0.000
H -0.034 -3.597 -5.113 0.000
H -1.111 -1.729 -3.891 0.000
S -0.354 0.275 -2.330 0.010
C -0.061 1.526 -3.518 0.010
N -1.149 2.221 -3.926 0.007
C -1.081 3.213 -4.828 0.001
C 0.143 3.538 -5.348 0.006
C 1.229 2.788 -4.896 0.000
N 1.132 1.811 -4.004 0.006
H -2.053 1.923 -3.573 0.000
H -2.008 3.701 -5.094 0.000
H 0.249 4.320 -6.083 0.000
H 2.229 2.990 -5.263 0.000
```

The calculation puts the molar mass at 712.12 g mol⁻¹. Its HOMO energy (spin up / spin down) is -0.370 / -0.339 Ha. As for the charge: +1. The gap between HOMO and LUMO (spin up / spin down) is 5.60 / 4.76 eV. The value obtained for the electronic energy is -169092.325 eV. The spin multiplicity is 2. The calculation puts the LUMO energy (spin up / spin down) at -4.47 / -4.47 eV.

Density functional theory data (ωB97M-V/def2-TZVPD) for a molecular structure, C29H29IrN2O5S2Te.

Geometry as XYZ:
```
69
Properties=species:S:1:pos:R:3:nbo_charge:R:1
Ir -1.312 -0.038 -1.012 0.968
Te 0.860 0.930 0.042 0.929
C 2.251 -0.622 -0.168 -0.314
C 1.875 -1.864 -0.658 -0.238
C 2.832 -2.866 -0.765 -0.184
C 4.144 -2.619 -0.390 -0.182
C 4.512 -1.371 0.097 -0.211
C 3.564 -0.367 0.215 -0.175
C 1.520 2.028 -1.632 -0.310
C 1.751 3.390 -1.499 -0.246
C 2.167 4.124 -2.604 -0.187
C 2.362 3.491 -3.822 -0.193
C 2.142 2.123 -3.944 -0.224
C 1.714 1.386 -2.851 -0.179
H 0.851 -2.055 -0.950 0.229
H 2.548 -3.840 -1.140 0.228
H 4.884 -3.403 -0.473 0.231
H 5.536 -1.181 0.390 0.231
H 3.853 0.606 0.596 0.214
H 1.611 3.885 -0.545 0.226
H 2.348 5.186 -2.507 0.230
H 2.698 4.061 -4.678 0.230
H 2.312 1.630 -4.892 0.228
H 1.541 0.321 -2.946 0.228
C 1.609 2.426 4.467 -0.637
C 1.121 1.011 4.331 0.020
C 0.037 0.548 5.069 -0.220
C -0.385 -0.770 4.966 -0.202
C 0.268 -1.630 4.097 -0.295
C 1.359 -1.194 3.354 -0.222
C 1.778 0.118 3.483 -0.225
S -0.276 -3.309 3.942 2.332
O -1.142 -3.570 5.050 -0.939
O 0.883 -4.093 3.652 -0.926
N -1.209 -3.391 2.606 -0.881
C -2.589 -2.948 2.584 -0.225
C -2.798 -1.449 2.353 -0.540
C -2.159 -0.944 1.107 0.804
O -1.517 -1.696 0.302 -0.654
O -2.237 0.287 0.759 -0.621
H 0.848 3.070 4.906 0.224
H 1.891 2.837 3.497 0.214
H 2.491 2.468 5.109 0.236
H -0.472 1.219 5.749 0.223
H -1.203 -1.141 5.569 0.247
H 1.892 -1.887 2.714 0.243
H 2.649 0.452 2.934 0.212
H -0.694 -3.362 1.738 0.421
H -3.037 -3.229 3.535 0.250
H -3.102 -3.513 1.806 0.217
H -2.427 -0.843 3.182 0.262
H -3.867 -1.233 2.272 0.261
C -1.906 1.953 -1.676 -0.575
C -2.448 1.397 -2.834 0.197
C -3.635 0.478 -2.735 -0.180
C -4.342 0.197 -4.017 -0.125
C -3.769 0.487 -5.185 -0.243
C -2.456 1.118 -5.223 -0.076
C -1.813 1.534 -4.114 -0.297
H -2.594 2.221 -0.878 0.244
H -1.084 2.648 -1.817 0.243
H -4.323 0.796 -1.952 0.247
H -5.311 -0.283 -3.961 0.238
H -4.259 0.257 -6.121 0.242
H -1.999 1.281 -6.191 0.236
H -0.855 2.037 -4.167 0.246
O -0.587 -1.017 -2.685 -0.824
S -1.946 -1.516 -3.259 1.117
N -2.945 -0.755 -2.183 -0.797
```

The calculation puts the molar mass at 869.51 g mol⁻¹. Its HOMO energy (spin up / spin down) is -0.420 / -0.420 Ha. As for the charge: +1. The gap between HOMO and LUMO (spin up / spin down) is 6.90 / 6.67 eV. The value obtained for the electronic energy is -75555.750 eV. The spin multiplicity is 2. The calculation puts the LUMO energy (spin up / spin down) at -4.54 / -4.77 eV.

Density functional theory data (ωB97M-V/def2-TZVPD) for a molecular structure, AgClN2O6.

Geometry as XYZ:
```
10
Properties=species:S:1:pos:R:3:nbo_charge:R:1
Ag -1.224 -0.113 0.357 0.875
Cl -2.397 -0.892 -1.976 -0.900
N 1.049 0.306 -3.001 0.672
O 0.227 0.605 -3.907 -0.498
O 2.275 0.615 -2.944 -0.543
O 0.523 0.332 -1.783 -0.629
N -0.082 -0.238 3.431 0.692
O -1.294 -0.440 3.010 -0.660
O 0.169 0.960 3.578 -0.508
O 0.754 -1.137 3.235 -0.502
```

The calculation puts the molar mass at 267.33 g mol⁻¹. Its HOMO energy is -0.058 Ha. As for the charge: -2. The gap between HOMO and LUMO is 7.25 eV. The value obtained for the electronic energy is -31780.013 eV. The calculation puts the LUMO energy at 5.69 eV.

Density functional theory data (ωB97M-V/def2-TZVPD) for a molecular structure, C2H18O9V.

Geometry as XYZ:
```
30
Properties=species:S:1:pos:R:3:nbo_charge:R:1
V -18.339 18.102 -0.393 1.226
O -17.322 18.276 1.449 -0.949
C -17.411 17.129 2.178 -0.063
C -18.017 16.005 1.351 -0.095
O -17.609 16.150 -0.013 -0.920
H -18.076 17.261 2.994 0.126
H -16.376 16.860 2.562 0.128
H -19.091 15.990 1.430 0.094
H -17.543 15.169 1.940 0.150
O -19.197 19.819 -1.466 -0.932
H -19.048 19.611 -2.418 0.502
H -20.048 20.345 -1.374 0.501
O -17.846 20.874 1.871 -0.977
H -17.685 19.931 1.785 0.507
H -17.875 21.263 1.013 0.442
O -16.499 19.315 -0.954 -0.917
H -15.861 19.542 -0.256 0.524
H -16.413 20.033 -1.552 0.473
O -19.907 18.915 1.003 -0.898
H -20.258 18.440 1.787 0.501
H -20.637 19.256 0.544 0.464
O -18.078 17.585 -2.585 -0.915
H -18.605 17.061 -3.127 0.485
H -17.284 17.784 -3.097 0.504
O -14.791 17.378 0.347 -0.985
H -14.461 16.605 0.799 0.467
H -15.694 17.544 0.663 0.499
O -20.456 17.006 -0.883 -0.934
H -20.320 16.229 -1.465 0.492
H -20.987 16.640 -0.121 0.499
```

The calculation puts the molar mass at 237.10 g mol⁻¹. Its HOMO energy (spin up / spin down) is -0.211 / -0.262 Ha. The gap between HOMO and LUMO (spin up / spin down) is 5.00 / 6.35 eV. The value obtained for the electronic energy is -46479.961 eV. The spin multiplicity is 4. The calculation puts the LUMO energy (spin up / spin down) at -0.75 / -0.77 eV.

- What is the molar mass in the fifth record?
  237.10 g mol⁻¹